ORCA calculation (ωB97M-V/def2-TZVPD) on C33H57CdN3O4Si as an isolated structure.

```
99
C33H57CdN3O4Si, DFT ωB97M-V/def2-TZVPD
O 0.6129 -2.6468 -2.5779
O -1.1742 -1.8737 -4.6608
C 1.9387 -2.7667 -3.3437
C 2.8333 -3.4434 -2.3348
H 2.2041 -1.7380 -3.6043
H 1.6976 -3.3569 -4.2357
H 2.8236 -2.9004 -1.3816
H 3.8715 -3.4853 -2.6735
H 2.4764 -4.4643 -2.1630
C -0.1845 -3.9266 -2.4509
C -0.1583 -4.8050 -3.6717
H -1.1969 -3.5939 -2.2088
H 0.2640 -4.4362 -1.5902
H -0.6535 -4.3921 -4.5581
H -0.7368 -5.6899 -3.3777
H 0.8428 -5.1532 -3.9491
C -2.5630 -1.7954 -4.3402
C -0.6751 -1.2956 -5.8737
C -3.2912 -3.0598 -4.7032
H -3.0291 -0.9191 -4.8092
H -2.6207 -1.6412 -3.2551
H -3.2427 -3.2404 -5.7748
H -4.3405 -2.9652 -4.4314
H -2.8898 -3.9314 -4.1862
C -1.0081 -2.0844 -7.1079
H 0.4117 -1.2678 -5.7448
H -1.0125 -0.2559 -5.9736
H -0.7126 -3.1307 -7.0186
H -0.4666 -1.6558 -7.9503
H -2.0690 -2.0277 -7.3377
H 0.1148 -1.7824 -2.7631
N 1.5345 1.0710 1.0820
C 1.4296 2.3526 1.4328
C 0.2819 3.1368 1.2219
C -1.0099 2.7089 0.8954
C 2.6119 3.0267 2.0866
H 3.4454 3.1288 1.3714
H 2.9487 2.4517 2.9642
H 2.3113 4.0301 2.4131
C -2.0891 3.7611 0.7752
H -2.8366 3.6492 1.5790
H -2.5950 3.7116 -0.2055
H -1.6214 4.7477 0.8789
N -1.3539 1.4197 0.7459
C 2.7270 0.3288 1.3410
C 3.7575 0.2514 0.3686
C 3.6664 0.9475 -0.9556
C 4.8929 -0.5003 0.6471
H 5.6774 -0.5806 -0.1149
C 5.0274 -1.1409 1.8841
H 5.9203 -1.7138 2.0915
C 4.0071 -1.0844 2.8386
H 4.0844 -1.6168 3.7952
C 2.8615 -0.3408 2.5790
C 1.7661 -0.2818 3.5943
C -2.6424 0.9844 1.1398
C -3.6652 0.8160 0.1753
C -3.4378 1.1600 -1.2675
C -4.9117 0.3770 0.5992
H -5.6978 0.2282 -0.1574
C -5.1485 0.1133 1.9454
H -6.1313 -0.2437 2.2537
C -4.1397 0.2609 2.8989
H -4.2997 0.0033 3.9558
C -2.8897 0.7288 2.5135
C -1.8079 0.9531 3.5251
Cd 0.0802 0.0838 -0.4226
H 3.5403 0.2096 -1.7633
H 4.5999 1.4926 -1.1705
H 2.8369 1.6575 -1.0167
H 1.4156 0.7405 3.8082
H 2.1374 -0.7192 4.5333
H 0.9092 -0.8943 3.2736
H -4.1073 0.5394 -1.8790
H -2.4112 0.9660 -1.5980
H -3.6839 2.2094 -1.5025
H -0.8546 0.5439 3.1718
H -2.0745 0.4281 4.4520
H -1.6550 2.0149 3.7774
H 0.3923 4.2040 1.4283
C 0.3180 0.3133 -2.6110
Si 0.4665 2.0739 -3.2426
H 1.2474 -0.1906 -2.8706
H -0.5272 -0.1243 -3.1506
C 1.6963 2.1797 -4.6881
C 1.0307 3.4728 -2.0993
C -1.2167 2.6569 -3.8661
H -1.7916 1.8283 -4.3040
H -1.0487 3.4195 -4.6443
H -1.8072 3.1100 -3.0526
H 2.6835 1.7771 -4.4086
H 1.8128 3.2420 -4.9700
H 1.3207 1.6208 -5.5603
H 1.8777 3.2309 -1.4424
H 0.2077 3.8479 -1.4690
H 1.3622 4.3063 -2.7468
O -0.7530 -2.5685 2.5230
N -0.2533 -1.8246 1.6862
O -0.4716 -2.0530 0.4229
```

Values from the calculation:
Kohn-Sham gap = 6.879 eV
E_LUMO = 0.00 eV
E_HOMO = -0.2527 Ha
Energy above the lowest of the compared OMol25 structures with the same formula, charge and spin = 7.2 kcal/mol